The following is a quantum chemistry calculation of a single C6H7NO molecule in a non-equilibrium geometry, from the OMol25 dataset.

```
15
Properties=species:S:1:pos:R:3:forces:R:3
C -0.062380 0.505227 0.989421 -1.6 1.7 0.5
C 1.298902 -1.004059 -0.413979 0.8 0.5 -1.9
C 0.034033 0.491263 2.328760 -0.4 0.5 -0.5
C 2.169819 -1.615962 -1.326678 0.8 -1.4 -0.6
C -1.120219 1.185750 0.305341 -0.6 -0.9 -0.7
C -1.414152 0.552872 -1.076691 -5.7 2.3 1.8
N 0.853660 -0.151925 0.263413 1.3 -1.2 0.2
O 2.813913 -1.093519 -2.264886 -0.9 0.8 0.6
H 0.600798 -0.066277 2.984256 1.7 -1.2 0.6
H -0.628289 1.105316 2.818381 -1.7 1.2 1.1
H 2.260618 -2.701812 -1.254682 -0.3 -0.2 0.6
H -1.930594 1.699464 0.932521 1.4 -0.7 -1.2
H -2.261024 -0.184216 -0.848255 1.3 0.3 -0.3
H -0.647595 0.133863 -1.564193 2.9 -1.7 -1.3
H -1.967491 1.144014 -1.872730 0.8 0.2 1.2
```
Forces are in eV/Å.

Output
Orbital gap (spin up / spin down)   0.2834 / 0.2373 Eh
Net charge   0
Total energy   -9867.234 eV
Energy above the lowest of the compared OMol25 structures with the same formula, charge and spin   523.3 kJ/mol

Partial atomic charges computed with the Löwdin method, in multiples of e: -0.40 0.05 0.11 -0.33 -0.02 -0.08 0.17 -0.03 0.05 0.04 0.10 0.13 0.11 0.00 0.09



The following is a quantum chemistry calculation of a molecular structure, C6H7NO in a non-equilibrium geometry, from the OMol25 dataset.

```
15
Properties=species:S:1:pos:R:3:forces:R:3
C -0.074419 -0.366059 -1.081045 -0.4 1.3 0.8
C -1.372845 -0.821211 -1.347085 1.8 0.8 2.2
C -1.330709 0.042132 0.818571 0.0 -2.5 -4.7
C -0.058688 0.201585 0.205649 -2.5 -1.1 5.7
C 0.967718 0.543482 1.219507 2.2 2.7 1.8
C 2.250388 1.053208 1.023168 -1.7 1.0 0.7
H 1.573214 -1.836521 -2.157189 -0.5 3.6 0.9
H -1.728875 -1.179144 -2.249285 -0.9 -1.0 -1.3
H -3.377750 -0.302066 -0.265089 5.0 -2.2 0.5
H -1.921226 0.198749 1.670481 0.4 0.7 1.5
H 0.543075 0.609915 2.306983 0.6 0.2 -2.2
H 2.634652 0.836102 0.073230 0.5 0.1 -1.5
H 2.870905 1.937727 1.516811 -1.6 -2.7 0.1
N -2.104616 -0.797991 -0.113469 -3.0 4.2 -1.5
O 1.129176 -0.119908 -1.621237 0.1 -5.0 -3.0
```
Forces are in eV/Å.

Output
Orbital gap   0.2120 Eh
Net charge   0
Total energy   -9863.680 eV
Energy above the lowest of the compared OMol25 structures with the same formula, charge and spin   866.2 kJ/mol

Partial atomic charges computed with the Löwdin method, in multiples of e: -0.42 -0.08 -0.06 -0.21 -0.13 0.00 0.32 0.08 0.28 0.08 0.12 0.00 0.10 -0.04 -0.05



The following is a quantum chemistry calculation of a molecular structure, C6H7NO in a non-equilibrium geometry, from the OMol25 dataset.

```
15
Properties=species:S:1:pos:R:3:forces:R:3
C -1.568777 0.921618 -0.953610 -0.7 -1.6 -0.2
C -0.060988 1.123607 -0.635882 0.5 -3.0 0.6
C 0.833981 -0.776263 -0.067508 -1.0 2.1 -1.0
C 1.059328 -1.861624 0.689721 2.1 -0.2 1.2
C 0.401380 -0.052217 2.020567 0.4 -0.2 -1.4
C 0.296474 0.332031 0.689375 0.4 -0.5 1.5
H -1.706284 -0.107792 -0.242492 -0.6 2.6 -2.6
H -2.257355 1.785051 -0.472143 1.6 -2.0 -1.5
H -1.760885 0.724909 -2.280435 0.4 0.7 4.4
H 0.386229 2.056019 -0.831137 0.2 1.3 0.0
H 0.536948 -0.374951 -2.282800 1.0 1.1 3.5
H 1.736823 -2.812657 0.534475 -1.9 2.2 0.7
H 0.328449 0.330169 3.049463 -0.4 0.2 -0.9
N 0.882442 0.040267 -1.272159 -2.0 -1.5 -3.1
O 0.892236 -1.328168 2.054566 0.0 -1.2 -1.2
```
Forces are in eV/Å.

Output
Orbital gap   0.3477 Eh
Net charge   0
Total energy   -9867.511 eV
Energy above the lowest of the compared OMol25 structures with the same formula, charge and spin   496.5 kJ/mol

Partial atomic charges computed with the Löwdin method, in multiples of e: -0.10 -0.28 -0.28 -0.01 -0.06 -0.13 0.13 0.10 0.15 0.10 0.17 0.15 0.13 0.03 -0.09



The following is a quantum chemistry calculation of a single C6H7NO molecule in a non-equilibrium geometry, from the OMol25 dataset.

```
15
Properties=species:S:1:pos:R:3:forces:R:3
C 2.122549 0.535498 0.411429 -2.3 -3.8 -5.0
C 0.793342 0.277526 0.223747 3.2 0.7 3.2
C -0.241052 0.587148 1.181542 -3.6 2.3 2.2
C -1.445181 0.834888 0.062997 -4.5 1.4 0.6
C -0.837066 -1.317608 -0.911661 0.0 -5.6 -0.2
C 0.229722 -0.256306 -0.956731 -1.5 -2.6 -1.8
H 2.471758 0.997501 1.289892 1.0 0.2 0.6
H 2.589446 -0.131540 -0.555324 0.2 2.7 3.1
H -0.004009 1.499418 2.002472 -0.8 -2.3 -2.6
H -0.727639 -0.246926 1.847209 1.3 1.1 -1.4
H -0.890457 -2.006530 0.045704 -0.4 2.1 -1.4
H -1.199536 -2.068969 -1.834679 1.6 2.2 2.2
H 0.878699 -0.206191 -1.755092 0.8 0.2 -2.2
N -1.245724 -0.010662 -1.134863 0.8 3.3 1.9
O -2.494851 1.512753 0.083359 4.2 -2.0 0.7
```
Forces are in eV/Å.

Output
SMILES string   C=C1CC(=O)N2C[C@H]12
Orbital gap   0.3618 Eh
Net charge   0
Total energy   -9868.291 eV
Energy above the lowest of the compared OMol25 structures with the same formula, charge and spin   421.4 kJ/mol

Partial atomic charges computed with the Löwdin method, in multiples of e: 0.09 -0.41 -0.05 -0.29 -0.15 -0.24 0.04 0.15 0.19 0.15 0.15 0.17 0.11 0.04 0.06



The following is a quantum chemistry calculation of a molecular structure, C6H7NO in a non-equilibrium geometry, from the OMol25 dataset.

```
15
Properties=species:S:1:pos:R:3:forces:R:3
C 0.041378 -0.102142 0.772411 3.0 -0.3 7.2
C -2.056066 -0.661724 0.924017 -2.6 -1.8 1.3
C -1.819189 -0.348805 -0.349924 -0.4 0.0 -2.7
C -0.410777 0.161535 -0.409160 0.9 -1.6 -4.1
C 0.958616 0.050634 -1.266521 -3.8 1.6 -2.7
C 1.853104 1.056937 -1.161852 -1.6 1.9 2.4
H 1.872893 0.740208 0.411190 -1.7 -3.9 2.9
H -0.883559 -0.911811 2.705640 0.7 1.4 -2.5
H -3.039464 -1.304566 1.161907 2.5 2.0 0.3
H -2.614097 -0.555940 -1.171916 1.9 0.7 1.5
H 1.054529 -0.692751 -2.220167 -0.1 1.7 2.7
H 2.568203 0.989119 -1.844760 3.6 -0.2 -2.5
H 2.058140 2.133265 -0.496320 -1.6 -3.2 -1.6
N -0.926868 -0.392657 1.760027 -1.6 -2.0 -0.6
O 1.343157 -0.161303 1.185428 0.8 3.7 -1.7
```
Forces are in eV/Å.

Output
Orbital gap   0.3068 Eh
Net charge   0
Total energy   -9866.836 eV
Energy above the lowest of the compared OMol25 structures with the same formula, charge and spin   561.7 kJ/mol

Partial atomic charges computed with the Löwdin method, in multiples of e: -0.48 -0.19 -0.09 -0.14 -0.05 -0.08 0.20 0.19 0.15 0.12 0.17 0.00 0.19 0.10 -0.08



The following is a quantum chemistry calculation of a single C6H7NO molecule in a non-equilibrium geometry, from the OMol25 dataset.

```
15
Properties=species:S:1:pos:R:3:forces:R:3
C 3.126533 0.421565 -0.075033 -2.2 -0.1 1.2
C 1.685523 0.089258 -0.037535 -2.1 0.1 0.4
C 0.475046 -0.117469 0.092737 3.3 -0.6 -1.7
C -0.657506 -0.857891 -0.423944 -1.9 -0.2 0.5
C -1.845659 -1.058380 0.528619 2.0 0.5 0.6
C -2.189247 1.169824 -0.228843 2.4 0.5 1.4
H 3.625394 -0.422615 -0.464813 0.9 -0.7 -0.5
H 3.292457 1.317227 -0.618012 0.3 0.7 -0.7
H 3.381041 0.586196 0.960399 0.6 0.0 0.3
H -0.477871 -1.732933 -1.151135 -0.3 1.9 1.0
H -1.603960 -0.560685 1.484944 -0.6 -0.5 -0.3
H -2.281293 -2.025015 0.529126 -0.8 -0.5 0.0
H -3.224301 1.413168 -0.135251 -1.1 0.2 -0.2
N -1.987587 -0.166654 -0.583478 0.5 -0.8 -1.2
O -1.318565 1.944409 0.122225 -1.0 -0.5 -0.9
```
Forces are in eV/Å.

Output
SMILES string   CC#C[C@H]1CN1C=O
Orbital gap   0.3613 Eh
Net charge   0
Total energy   -9869.094 eV
Energy above the lowest of the compared OMol25 structures with the same formula, charge and spin   343.9 kJ/mol

Partial atomic charges computed with the Löwdin method, in multiples of e: -0.08 -0.04 -0.02 -0.22 -0.10 -0.29 0.06 0.07 0.08 0.17 0.13 0.09 0.12 -0.03 0.06